Entry 1:
Here is a 2-piece molecular cluster, C31H30O2PS2 overall from OMol25. Energies are from wB97M-V/def2-TZVPD.

Geometry as XYZ:
```
66
C31H30O2PS2, DFT wB97M-V/def2-TZVPD
C -0.60 0.99 -4.86
C -0.13 1.41 -3.47
O -0.12 0.20 -2.65
C 0.42 0.37 -1.40
C 0.75 -0.89 -0.80
P 1.61 -1.01 0.72
C 0.43 -1.66 1.95
C 0.82 -2.46 3.04
C -0.14 -3.02 3.88
C -1.50 -2.80 3.63
C -1.91 -2.00 2.56
C -0.94 -1.42 1.74
C 3.02 -2.16 0.78
C 4.25 -1.79 1.37
C 5.31 -2.69 1.45
C 5.16 -4.00 0.99
C 3.94 -4.40 0.43
C 2.89 -3.48 0.31
C 2.24 0.61 1.24
C 1.69 1.20 2.39
C 2.15 2.43 2.85
C 3.16 3.10 2.15
C 3.70 2.54 0.99
C 3.23 1.30 0.53
O 0.53 1.51 -0.90
H -0.98 1.85 -5.42
H 0.24 0.57 -5.42
H -1.39 0.23 -4.80
H 0.89 1.82 -3.52
H -0.82 2.14 -3.02
H 0.52 -1.80 -1.39
H 1.88 -2.67 3.21
H 0.16 -3.65 4.72
H -2.26 -3.29 4.25
H -2.96 -1.83 2.36
H -1.25 -0.79 0.89
H 4.37 -0.79 1.78
H 6.26 -2.38 1.89
H 5.99 -4.72 1.07
H 3.80 -5.42 0.09
H 1.94 -3.79 -0.13
H 0.90 0.67 2.94
H 1.72 2.87 3.75
H 3.54 4.06 2.51
H 4.47 3.06 0.43
H 3.65 0.86 -0.38
C -4.53 0.62 -4.34
C -4.46 -0.34 -3.33
C -3.81 -0.07 -2.14
C -3.24 1.20 -1.90
C -2.59 1.41 -0.60
S -1.85 2.92 -0.18
C -2.53 3.15 1.51
C -3.48 2.04 1.87
S -3.31 0.60 0.74
C -3.42 2.21 -2.86
C -4.02 1.91 -4.08
H -5.00 0.37 -5.30
H -4.89 -1.33 -3.50
H -3.71 -0.86 -1.39
H -1.72 3.29 2.25
H -3.00 4.13 1.40
H -3.29 1.65 2.87
H -4.53 2.33 1.79
H -3.10 3.23 -2.66
H -4.09 2.65 -4.88
```

The calculation puts the LUMO energy at -5.14 eV. The charge is +1. As for the gap between HOMO and LUMO: 4.768 eV.

=====

Entry 2:
Here is a 2-piece molecular cluster, C2H5N2O3 overall from OMol25. Energies are from wB97M-V/def2-TZVPD.

Geometry as XYZ:
```
12
C2H5N2O3, DFT wB97M-V/def2-TZVPD
C 0.79 0.53 0.60
C -0.01 -0.74 1.28
N 0.30 -1.83 0.66
N -1.08 1.42 -1.96
O 1.46 0.22 -0.37
O -0.04 -3.07 1.01
O 0.71 1.50 1.37
H -0.49 -0.54 2.18
H 0.97 -1.67 -0.14
H -1.24 0.58 -1.48
H -0.04 1.40 -1.71
H -1.33 2.21 -1.44
```

The calculation puts the LUMO energy (spin up / spin down) at 4.22 / 2.32 eV. The expectation value of S² is 2.009. The charge is -1. As for the gap between HOMO and LUMO (spin up / spin down): 6.124 / 6.824 eV. For the energy above the lowest of the compared OMol25 structures with the same formula, charge and spin, the calculation gives 0.0 kJ/mol. The multiplicity is 3.

=====

Entry 3:
Here is one molecule with the formula C25H37N5O5S from OMol25. Energies are from wB97M-V/def2-TZVPD.

Geometry as XYZ:
```
73
C25H37N5O5S, DFT wB97M-V/def2-TZVPD
C 1.64 4.92 0.55
C 3.12 4.72 0.25
O 3.32 3.69 -0.71
C 3.05 4.02 -2.00
O 2.81 5.15 -2.37
N 3.12 2.95 -2.82
C 2.91 3.11 -4.23
C 1.58 2.46 -4.65
C 1.31 1.18 -3.84
N 0.37 1.45 -2.77
C -0.82 0.84 -2.69
O -1.27 0.10 -3.54
C -1.58 1.13 -1.38
N -1.12 0.21 -0.37
C -1.82 -0.96 -0.04
C -3.19 -0.93 0.20
C -3.85 -2.07 0.63
C -3.17 -3.26 0.84
C -3.89 -4.49 1.33
C -3.84 -5.61 0.29
C -3.32 -4.96 2.67
C -1.80 -3.28 0.58
C -1.14 -2.15 0.14
S 0.44 0.39 0.20
O 0.70 1.81 0.12
O 1.39 -0.46 -0.46
C 0.25 -0.10 1.87
C -0.63 0.50 2.80
C -1.53 1.66 2.55
N -0.55 -0.12 3.95
N 0.34 -1.10 3.80
C 0.64 -1.98 4.89
C 0.86 -1.13 2.56
C 1.89 -2.11 2.13
C 2.61 0.60 -3.28
C 3.30 1.60 -2.34
H 1.52 5.55 1.42
H 1.18 3.95 0.73
H 1.16 5.39 -0.30
H 3.66 4.37 1.14
H 3.57 5.64 -0.12
H 2.90 4.18 -4.45
H 3.75 2.65 -4.76
H 1.62 2.23 -5.72
H 0.76 3.16 -4.49
H 0.81 0.44 -4.47
H 0.71 1.98 -1.97
H -1.38 2.15 -1.04
H -2.64 0.99 -1.56
H -3.75 -0.01 0.07
H -4.91 -2.02 0.82
H -4.94 -4.22 1.49
H -4.25 -5.26 -0.65
H -2.81 -5.93 0.13
H -4.41 -6.46 0.63
H -3.90 -5.79 3.06
H -3.35 -4.15 3.40
H -2.29 -5.28 2.56
H -1.24 -4.20 0.71
H -0.08 -2.19 -0.09
H -1.02 2.39 1.93
H -1.82 2.11 3.50
H -2.42 1.33 2.03
H 1.70 -1.92 5.15
H 0.04 -1.67 5.74
H 0.40 -3.01 4.64
H 1.49 -3.13 2.18
H 2.18 -1.89 1.11
H 2.76 -2.06 2.78
H 3.26 0.34 -4.12
H 2.39 -0.30 -2.72
H 2.88 1.52 -1.34
H 4.37 1.36 -2.27
```

The calculation puts the LUMO energy at 0.47 eV. The charge is 0. As for the gap between HOMO and LUMO: 8.968 eV. The SMILES is CCOC(=O)N1CCC(NC(=O)CN(c2ccc(C(C)C)cc2)S(=O)(=O)c2c(C)nn(C)c2C)CC1. For the energy above the lowest of the compared OMol25 structures with the same formula, charge and spin, the calculation gives 114.5 kJ/mol.

=====

Entry 4:
Here is an isolated ion of composition ClHNO and charge -1 from OMol25. Energies are from wB97M-V/def2-TZVPD.

Geometry as XYZ:
```
4
ClHNO, DFT wB97M-V/def2-TZVPD
O 1.11 0.75 0.31
N 0.04 -0.25 0.45
Cl -1.49 0.37 -0.48
H 0.34 -0.87 -0.28
```

The calculation puts the LUMO energy at 4.53 eV. The charge is -1. As for the gap between HOMO and LUMO: 7.292 eV. The SMILES is [O-]NCl. For the energy above the lowest of the compared OMol25 structures with the same formula, charge and spin, the calculation gives 154.4 kJ/mol.

=====

Entry 5:
Here is a 2-piece molecular cluster, C7H13FO overall from OMol25. Energies are from wB97M-V/def2-TZVPD.

Geometry as XYZ:
```
22
C7H13FO, DFT wB97M-V/def2-TZVPD
C 2.96 -1.65 0.31
C 2.13 -1.60 -0.68
C -2.63 -0.36 -0.88
C -0.93 0.99 1.51
C -1.13 -0.37 -0.63
C -0.62 0.93 0.02
C 0.84 1.09 -0.21
O 1.69 1.37 0.79
F 1.21 1.63 -1.40
H 3.68 -2.45 0.48
H 2.99 -0.87 1.07
H 1.91 -2.21 -1.53
H -2.95 -1.29 -1.34
H -3.19 -0.23 0.05
H -2.90 0.46 -1.55
H -0.42 0.19 2.03
H -0.60 1.94 1.92
H -2.00 0.90 1.67
H -0.86 -1.21 0.02
H -0.61 -0.52 -1.58
H -1.12 1.77 -0.50
H 2.58 1.50 0.43
```

The calculation puts the LUMO energy (spin up / spin down) at 0.81 / 0.36 eV. The charge is 0. As for the gap between HOMO and LUMO (spin up / spin down): 9.284 / 7.376 eV. For the energy above the lowest of the compared OMol25 structures with the same formula, charge and spin, the calculation gives 321.9 kJ/mol.

=====

Entry 6:
Here is C6H10O as an isolated structure from OMol25. Energies are from wB97M-V/def2-TZVPD.

Geometry as XYZ:
```
17
C6H10O, DFT wB97M-V/def2-TZVPD
C -2.17 -0.48 0.32
C -0.60 0.04 -0.83
O -0.39 1.35 -0.58
C 0.97 1.54 -0.29
C 1.61 0.18 -0.16
C 1.04 -0.71 0.89
C 0.54 -0.81 -0.53
H -3.20 -0.19 0.07
H -1.94 0.00 1.26
H -2.13 -1.56 0.43
H -1.53 -0.18 -1.32
H 1.38 2.12 -1.11
H 0.99 2.16 0.60
H 2.63 0.05 -0.50
H 0.38 -0.27 1.63
H 1.66 -1.53 1.23
H 0.75 -1.70 -1.11
```

The calculation puts the LUMO energy at 1.07 eV. The charge is 0. As for the gap between HOMO and LUMO: 8.595 eV. For the energy above the lowest of the compared OMol25 structures with the same formula, charge and spin, the calculation gives 340.9 kJ/mol.

=====

| no. | F_max (eV/Å) |
| --- | --- |
| 1 | 3.5 |
| 2 | 8.5 |
| 3 | 1.1 |
| 4 | 4.7 |
| 5 | 1.8 |
| 6 | 5.4 |